# 1
{
  "formula": "C55H55N4O6PS2SbW",
  "method": "ωB97M-V/def2-TZVPD",
  "symbols": ["W", "C", "O", "C", "C", "C", "C", "C", "C", "C", "C", "C", "C", "C", "N", "C", "C", "C", "C", "C", "C", "C", "C", "C", "C", "O", "C", "C", "C", "C", "N", "C", "C", "C", "C", "C", "C", "O", "C", "C", "C", "C", "C", "C", "C", "N", "C", "C", "N", "C", "C", "C", "C", "O", "C", "C", "C", "H", "H", "H", "H", "H", "H", "H", "H", "H", "H", "H", "H", "H", "H", "H", "H", "H", "H", "H", "H", "H", "H", "H", "H", "H", "H", "H", "H", "H", "H", "H", "H", "H", "H", "H", "H", "C", "C", "O", "P", "S", "S", "O", "C", "C", "H", "H", "H", "H", "H", "H", "H", "H", "H", "H", "C", "Sb", "C", "C", "H", "H", "H", "H", "H", "H", "H", "H", "H"],
  "xyz": [[-0.30047, -0.16735, -0.55907], [3.89341, -8.67079, -3.49577], [4.14518, -7.26969, -3.63597], [3.29461, -6.41230, -3.06559], [2.13726, -6.78650, -2.38065], [1.31690, -5.82302, -1.82812], [1.61753, -4.45849, -1.91879], [2.79297, -4.10918, -2.61850], [3.61104, -5.05482, -3.18448], [0.81729, -3.39444, -1.34073], [-0.20270, -3.39007, -0.42056], [-0.81941, -4.49151, 0.25490], [-1.92209, -4.02505, 0.86911], [-2.00710, -2.61433, 0.62815], [-0.91880, -2.20043, -0.13835], [-3.01467, -1.82176, 1.12948], [-2.90504, -0.42102, 1.16396], [-3.85291, 0.47908, 1.69452], [-3.18406, 1.63459, 2.00474], [-1.82378, 1.42319, 1.68692], [-0.73692, 2.09398, 2.27327], [-0.96038, 3.14719, 3.29604], [-0.39098, 4.40603, 3.15798], [-0.58767, 5.40170, 4.10745], [-1.36817, 5.13647, 5.22805], [-1.62899, 6.02884, 6.19827], [-1.13512, 7.35598, 6.03521], [-1.92638, 3.86435, 5.39485], [-1.72917, 2.89058, 4.44041], [0.53061, 1.63924, 2.01737], [0.85996, 0.82680, 0.95702], [2.25228, 0.85713, 0.90125], [2.82634, 0.59526, -0.28038], [4.28318, 0.53997, -0.47558], [5.01680, -0.25791, 0.42075], [6.38403, -0.37096, 0.33069], [7.08137, 0.31916, -0.66335], [8.41061, 0.14663, -0.67921], [9.16138, 0.80520, -1.69559], [6.37738, 1.12805, -1.55383], [4.99565, 1.22731, -1.45847], [1.78440, 0.20167, -1.27880], [-0.28883, -0.52156, -2.78962], [0.43183, -1.61468, -3.07821], [1.02675, -2.05259, -1.84066], [1.51329, -1.15393, -0.99074], [2.78388, 1.51285, 2.07358], [1.73271, 2.02506, 2.73220], [-1.66580, 0.21241, 1.02977], [-4.16122, -2.46301, 1.82158], [-4.92572, -3.46789, 1.21510], [-5.97883, -4.06078, 1.87494], [-6.29583, -3.67861, 3.17995], [-7.34243, -4.30383, 3.73718], [-7.68031, -3.98500, 5.08512], [-5.52828, -2.70100, 3.81288], [-4.48030, -2.10245, 3.12905], [4.72788, -9.17134, -3.97154], [2.96606, -8.95003, -3.99723], [3.84831, -8.95458, -2.44381], [1.86591, -7.82832, -2.29119], [0.40984, -6.15128, -1.34977], [3.09333, -3.06660, -2.68812], [4.51515, -4.77769, -3.71094], [-0.45354, -5.50185, 0.27953], [-2.61591, -4.58389, 1.47598], [-4.89294, 0.24895, 1.87093], [-3.58122, 2.52076, 2.47697], [0.20853, 4.62417, 2.27998], [-0.13432, 6.37238, 3.96597], [-1.52375, 7.92590, 6.87172], [-1.49061, 7.79355, 5.10048], [-0.04439, 7.37369, 6.06120], [-2.51014, 3.67152, 6.28663], [-2.15045, 1.90299, 4.59157], [4.48569, -0.81590, 1.18442], [6.94213, -0.99464, 1.01822], [10.19319, 0.51077, -1.54382], [9.07748, 1.88903, -1.60438], [8.83420, 0.49094, -2.68777], [6.89453, 1.68868, -2.32026], [4.48594, 1.88724, -2.14705], [-0.80165, -0.03739, -3.60473], [0.55531, -2.13209, -4.02140], [3.83399, 1.61642, 2.30016], [1.73488, 2.62879, 3.62698], [-4.69330, -3.78584, 0.20653], [-6.57652, -4.83027, 1.40187], [-8.52623, -4.61357, 5.33730], [-7.96518, -2.93668, 5.17897], [-6.85125, -4.20499, 5.75877], [-5.73326, -2.40718, 4.83297], [-3.88140, -1.35708, 3.64023], [0.44035, 5.42955, -4.73095], [1.14527, 4.10106, -4.75945], [0.42244, 3.15185, -3.88747], [0.92275, 2.62099, -2.51341], [2.09088, 0.94987, -2.91383], [-0.63898, 2.27452, -1.29085], [1.82681, 3.76521, -1.95263], [2.20102, 3.96100, -0.54973], [1.97687, 5.40722, -0.18982], [0.90732, 6.09385, -5.45997], [0.51018, 5.89090, -3.74504], [-0.61094, 5.31298, -4.99527], [2.17582, 4.18080, -4.41896], [1.12620, 3.64565, -5.74466], [3.24693, 3.66960, -0.46777], [1.59860, 3.29591, 0.06969], [2.60255, 6.06138, -0.79665], [2.22964, 5.56159, 0.86062], [0.93054, 5.67939, -0.34096], [-3.04474, 0.11158, -4.00084], [-2.96765, -0.02013, -1.87136], [-4.16722, 1.70523, -1.53941], [-4.35714, -1.62676, -1.76230], [-4.10187, 0.20726, -4.25201], [-2.64689, -0.79598, -4.45248], [-2.50580, 0.98160, -4.37468], [-5.20448, 1.40816, -1.68872], [-3.87651, 2.44070, -2.28669], [-4.02993, 2.11396, -0.54460], [-4.90752, -1.63070, -2.70237], [-5.03679, -1.48066, -0.92653], [-3.82025, -2.56597, -1.64698]],
  "forces_ev_per_angstrom": [[-0.2, 0.7, 0.7], [0.0, 0.1, 0.0], [0.0, -0.1, 0.0], [0.0, 0.0, 0.0], [0.0, 0.0, 0.0], [0.0, 0.1, -0.1], [0.0, -0.1, -0.1], [0.0, 0.1, 0.1], [0.0, 0.0, 0.0], [0.1, 0.1, 0.1], [0.1, 0.0, 0.1], [0.1, -0.1, 0.0], [0.0, -0.1, 0.0], [0.1, -0.1, -0.1], [0.2, 0.4, -0.1], [-0.2, 0.1, 0.1], [0.1, -0.1, 0.1], [-0.1, 0.1, 0.0], [-0.2, 0.0, 0.1], [0.1, -0.1, 0.1], [-0.2, 0.2, 0.1], [-0.1, 0.0, 0.0], [0.0, 0.0, 0.0], [0.1, 0.0, -0.1], [0.0, 0.0, 0.0], [0.0, 0.1, 0.0], [0.0, -0.1, 0.0], [0.0, 0.0, 0.0], [0.1, 0.0, 0.0], [0.1, 0.0, -0.1], [-0.5, -0.4, 0.0], [0.2, 0.2, 0.0], [-0.1, 0.1, 0.0], [0.1, -0.2, -0.1], [-0.1, 0.0, 0.0], [0.0, 0.0, 0.1], [-0.1, 0.1, 0.0], [0.1, 0.0, -0.1], [0.0, 0.0, 0.0], [0.0, 0.0, 0.0], [0.0, 0.1, 0.1], [0.0, -0.6, -0.3], [0.2, -0.5, 0.2], [0.3, 0.1, -0.3], [0.1, -0.3, -0.2], [0.2, -0.1, -0.4], [0.1, 0.0, 0.0], [0.0, 0.0, 0.1], [-0.3, 0.2, 0.0], [-0.1, 0.1, -0.1], [0.0, 0.0, 0.0], [0.0, -0.1, -0.1], [0.0, 0.1, 0.1], [0.0, 0.0, 0.1], [0.0, 0.0, 0.0], [0.0, 0.0, 0.0], [0.0, 0.0, 0.0], [0.0, 0.0, 0.0], [0.0, 0.0, 0.0], [0.0, 0.0, 0.0], [0.0, 0.0, 0.0], [-0.1, 0.0, 0.0], [0.0, 0.0, 0.0], [0.0, 0.0, 0.0], [0.0, 0.0, 0.0], [0.0, 0.0, 0.0], [0.1, 0.0, 0.0], [0.1, -0.1, 0.0], [0.0, 0.0, 0.0], [0.0, 0.0, 0.0], [0.0, 0.0, 0.0], [0.0, 0.0, 0.0], [0.0, 0.0, 0.0], [0.0, 0.0, 0.0], [0.0, 0.0, 0.0], [0.0, 0.0, 0.0], [0.0, 0.0, 0.0], [0.0, 0.0, 0.0], [0.0, 0.0, 0.0], [0.0, 0.0, 0.0], [0.0, 0.0, 0.0], [0.0, 0.0, 0.0], [-0.1, 0.2, 0.1], [-0.1, 0.0, 0.0], [0.0, 0.0, 0.0], [0.0, 0.0, 0.0], [0.0, 0.0, 0.0], [0.0, 0.0, 0.0], [0.0, 0.0, 0.0], [0.0, 0.0, 0.0], [0.0, 0.0, 0.0], [0.0, 0.0, -0.1], [0.0, 0.0, 0.0], [0.0, 0.0, 0.0], [0.0, 0.1, 0.0], [0.1, 0.0, 0.0], [0.0, 0.0, 0.0], [-0.3, 0.0, 0.1], [0.1, -0.4, -0.1], [0.0, 0.2, 0.0], [0.1, 0.0, 0.1], [-0.1, 0.0, -0.1], [0.0, 0.0, 0.0], [0.0, 0.0, 0.0], [0.0, 0.0, 0.0], [0.0, 0.0, 0.0], [0.0, -0.1, 0.0], [0.0, 0.0, 0.0], [0.0, 0.0, 0.0], [0.0, 0.0, 0.0], [0.0, 0.0, 0.0], [0.0, 0.0, 0.0], [0.0, 0.0, 0.1], [0.0, 0.0, -0.3], [0.2, 0.0, 0.1], [0.1, 0.0, 0.1], [0.0, 0.0, 0.0], [-0.1, 0.0, 0.0], [0.0, 0.0, 0.0], [0.0, 0.0, 0.0], [0.0, 0.0, 0.0], [0.0, 0.0, 0.0], [0.0, 0.0, 0.0], [0.0, 0.0, 0.0], [0.0, 0.0, 0.0]],
  "largest_force_ev_per_a": 1.03,
  "s2": 0.910,
  "spin_multiplicity": 2,
  "total_energy_ev": -115480.96672,
  "charge": 2,
  "homo_lumo_gap_ev": [4.76, 5.12],
  "relative_energy_ev": 5.0285
}


# 2
{
  "formula": "C3H8O3",
  "method": "ωB97M-V/def2-TZVPD",
  "symbols": ["C", "C", "C", "O", "O", "H", "H", "H", "H", "H", "H", "O", "H", "H"],
  "xyz": [[0.56371, -1.95358, 2.35915], [0.57663, -0.74582, 1.44180], [0.89106, -1.10063, 0.00787], [1.92236, -1.63015, -0.30417], [-0.01760, -0.66979, -0.90808], [-0.02619, -2.78077, 1.95768], [1.57091, -2.38007, 2.44210], [0.17945, -1.68100, 3.34365], [1.26346, 0.04443, 1.72778], [-0.38839, -0.23468, 1.48246], [-0.07887, -1.33890, -1.60592], [-2.49933, 4.63885, -4.04137], [-1.62810, 4.38410, -4.36525], [-2.32911, 5.44802, -3.53771]],
  "forces_ev_per_angstrom": [[0.7, -0.5, 0.0], [-1.1, 0.7, -0.5], [0.8, 0.5, 0.2], [-0.3, -0.5, -0.2], [-0.6, -0.6, 0.4], [-0.3, 0.3, 0.0], [-0.1, 0.3, 0.2], [0.1, -0.1, -0.1], [0.5, -0.2, 0.3], [-0.1, -0.2, -0.2], [0.4, 0.4, -0.2], [0.2, 0.3, 0.1], [-0.1, 0.0, 0.0], [-0.1, -0.2, -0.1]],
  "largest_force_ev_per_a": 1.42,
  "total_energy_ev": -9383.34821,
  "homo_lumo_gap_ev": 11.21,
  "relative_energy_ev": 0.4537
}


# 3
{
  "formula": "C22H53FNO10P",
  "method": "ωB97M-V/def2-TZVPD",
  "symbols": ["C", "C", "O", "C", "N", "C", "C", "O", "P", "F", "C", "C", "C", "C", "O", "C", "O", "H", "H", "H", "H", "H", "H", "H", "H", "H", "H", "H", "H", "H", "H", "H", "H", "H", "H", "H", "H", "H", "H", "H", "C", "O", "C", "C", "O", "C", "H", "H", "H", "H", "H", "H", "H", "H", "H", "H", "C", "O", "C", "C", "O", "C", "H", "H", "H", "H", "H", "H", "H", "H", "H", "H", "C", "O", "C", "C", "O", "C", "H", "H", "H", "H", "H", "H", "H", "H", "H", "H"],
  "xyz": [[-4.32596, 2.19905, -0.09268], [-3.64511, 0.99034, -0.73382], [-4.55559, 0.22302, -1.52029], [-2.45602, 1.38628, -1.62332], [-1.17235, 0.94602, -1.07404], [-0.80738, 1.63323, 0.15652], [0.48309, 1.05722, 0.76839], [0.61209, -0.33860, 0.63502], [-0.53945, -1.30082, 1.44803], [-1.75486, -2.18269, 2.25455], [0.56858, -2.73354, 1.58764], [0.14910, -3.76461, 0.50751], [1.22177, -4.11755, -0.54378], [2.15209, -2.98368, -0.98811], [3.51988, -3.36736, -0.69782], [4.13396, -2.78770, 0.34546], [4.86726, -3.40377, 1.07910], [-5.34506, 1.96908, 0.22737], [-3.74436, 2.54658, 0.76536], [-4.39337, 3.04638, -0.78071], [-3.25988, 0.35369, 0.07425], [-5.01370, -0.38995, -0.94236], [-2.46672, 2.46912, -1.82248], [-2.59953, 0.87886, -2.58111], [-0.44649, 1.13906, -1.75367], [-0.66119, 2.71396, -0.00875], [-1.61659, 1.55198, 0.88983], [1.34198, 1.52503, 0.27591], [0.53236, 1.35616, 1.82572], [-0.72340, -0.33588, 2.44396], [-1.39195, -1.26596, 0.34968], [1.61499, -2.44004, 1.53864], [0.39575, -3.14989, 2.58152], [-0.75819, -3.45133, -0.01262], [-0.11184, -4.69070, 1.02637], [1.81769, -4.97795, -0.23376], [0.67818, -4.44761, -1.43539], [1.90505, -2.01651, -0.54451], [2.11004, -2.85780, -2.07121], [3.95899, -1.70483, 0.45107], [-1.40532, -4.39098, -6.99169], [-2.18927, -5.03565, -6.00527], [-1.42320, -5.61711, -4.96380], [-1.43863, -4.76515, -3.71521], [-0.76600, -3.52966, -3.91274], [-1.65443, -2.43955, -4.09626], [-2.08520, -3.84235, -7.64100], [-0.69462, -3.69003, -6.54695], [-0.85956, -5.12487, -7.59445], [-0.39226, -5.78492, -5.28997], [-1.86832, -6.59006, -4.73318], [-0.91366, -5.30126, -2.91733], [-2.46780, -4.59580, -3.38556], [-2.15482, -2.18268, -3.15619], [-2.40577, -2.65838, -4.85830], [-1.06039, -1.58589, -4.41902], [6.42978, 0.33058, 6.09153], [6.83468, -0.60726, 5.11367], [5.95788, -1.71860, 4.99718], [5.05380, -1.60020, 3.79168], [4.14855, -0.50885, 3.92840], [4.56409, 0.62690, 3.19319], [7.06347, 1.20942, 5.98369], [5.38583, 0.62632, 5.95910], [6.56354, -0.07645, 7.09989], [5.35940, -1.83144, 5.90658], [6.57689, -2.61374, 4.88530], [4.47030, -2.51899, 3.69622], [5.64836, -1.49005, 2.88241], [4.43677, 0.46321, 2.11631], [5.60797, 0.87638, 3.39698], [3.93843, 1.46480, 3.49343], [-2.23206, 5.96468, -1.43635], [-2.86891, 5.29848, -0.36107], [-2.15782, 5.39814, 0.86258], [-2.77172, 6.42589, 1.78554], [-2.64484, 7.73862, 1.26695], [-3.83497, 8.23215, 0.67984], [-2.93145, 5.98089, -2.27051], [-1.96715, 6.99134, -1.17349], [-1.32876, 5.42655, -1.74597], [-1.10605, 5.63888, 0.67829], [-2.20052, 4.41766, 1.34925], [-2.24595, 6.39775, 2.74518], [-3.82276, 6.18250, 1.96870], [-4.58612, 8.44667, 1.44742], [-4.24999, 7.52640, -0.04392], [-3.58525, 9.15941, 0.16742]],
  "forces_ev_per_angstrom": [[-0.1, 0.2, -0.2], [0.1, 0.1, 0.4], [0.1, 0.1, -0.2], [0.0, -0.1, -0.2], [-0.1, 0.1, 0.2], [0.1, 0.0, 0.1], [0.0, 0.4, -0.4], [0.1, 0.0, 0.5], [-0.1, -0.1, -0.1], [0.0, 0.1, 0.0], [-0.2, 0.0, 0.1], [0.4, -0.5, 0.2], [-0.5, 0.2, -0.3], [0.2, -0.1, -0.4], [0.0, 0.1, 0.3], [0.5, -0.7, 0.5], [-0.4, 0.6, -0.7], [0.2, -0.1, 0.1], [-0.1, 0.0, 0.0], [0.0, -0.1, 0.0], [0.0, 0.0, -0.1], [-0.1, 0.0, 0.1], [-0.1, 0.0, 0.1], [0.0, 0.1, 0.1], [0.0, -0.2, -0.1], [0.0, 0.0, 0.1], [-0.1, -0.1, -0.2], [0.0, -0.2, 0.0], [0.0, 0.0, 0.0], [0.2, 0.0, 0.1], [0.0, 0.0, 0.0], [-0.1, 0.1, -0.1], [0.0, 0.1, -0.1], [0.0, 0.1, 0.1], [-0.1, 0.1, -0.1], [0.1, 0.2, 0.1], [0.1, -0.1, 0.1], [0.1, 0.0, 0.1], [0.0, 0.0, 0.1], [-0.3, 0.0, 0.0], [0.0, 0.0, 0.0], [0.1, 0.1, 0.0], [-0.2, -0.1, 0.0], [0.2, 0.0, 0.1], [-0.1, 0.0, 0.0], [0.1, 0.1, 0.0], [0.0, 0.0, 0.0], [0.0, 0.0, 0.0], [0.0, 0.0, 0.0], [0.0, 0.0, 0.0], [0.0, 0.0, 0.0], [0.0, 0.0, 0.0], [0.0, 0.0, 0.0], [0.0, 0.0, 0.0], [0.0, 0.0, 0.0], [0.0, 0.0, 0.0], [0.0, 0.0, 0.0], [-0.1, 0.0, 0.0], [0.2, 0.0, -0.1], [-0.1, 0.0, 0.2], [0.1, 0.1, -0.1], [-0.1, 0.0, 0.1], [0.0, 0.0, 0.0], [0.0, 0.0, 0.0], [0.0, 0.0, 0.0], [0.0, 0.0, 0.0], [0.0, 0.0, 0.0], [0.0, 0.0, 0.0], [0.0, 0.0, 0.0], [0.0, 0.0, 0.0], [0.0, 0.0, 0.0], [-0.1, 0.0, 0.0], [0.0, 0.0, 0.0], [0.1, 0.1, 0.0], [-0.1, -0.2, 0.0], [0.1, 0.1, 0.1], [0.0, 0.0, -0.1], [0.0, 0.0, 0.0], [0.0, 0.0, 0.0], [0.0, 0.0, 0.0], [0.0, 0.0, 0.0], [0.0, 0.0, 0.0], [0.0, 0.0, 0.0], [0.0, 0.0, 0.0], [0.0, 0.0, 0.0], [0.0, 0.0, 0.0], [0.0, 0.0, 0.0], [0.0, 0.0, 0.0]],
  "largest_force_ev_per_a": 1.00,
  "total_energy_ev": -57640.74818,
  "homo_lumo_gap_ev": 9.69
}